1.
Molecular formula: C25H41F7N2O4P
Method: DFT, ωB97M-V with the def2-TZVPD basis set

Each line ends with the Mulliken charge.
Atoms and positions in Å:
C 4.158 -0.908 1.245  -1.21
C 2.604 -1.205 1.642  0.23
O 2.234 -2.461 1.012  -0.34
P 0.565 -2.525 0.635  0.09
C -0.334 -2.241 2.308  -1.44
C -0.848 -0.737 2.526  1.65
C 0.131 0.205 3.392  -1.19
C -2.233 -0.847 3.396  -1.16
C 0.247 -1.163 -0.617  -0.81
C -1.183 -1.179 -1.340  0.83
C -2.431 -1.571 -0.413  -1.12
O -1.218 -1.967 -2.569  -0.20
C -1.447 -1.136 -3.726  -0.53
C -0.060 -0.530 -4.296  0.90
C 0.844 0.467 -3.539  0.13
C 2.198 1.031 -4.042  -0.75
C 2.711 0.568 -5.428  -0.51
C 1.812 -0.399 -6.246  -0.45
C 0.441 -0.962 -5.725  -0.86
C 0.101 -4.275 0.089  1.13
F -0.330 -5.018 1.247  -0.30
F -1.006 -4.339 -0.815  -0.22
C 1.267 -5.154 -0.571  0.33
F 0.739 -6.492 -0.635  -0.28
F 2.425 -5.289 0.263  -0.25
C 1.645 -4.779 -2.084  0.67
F 1.554 -3.415 -2.402  -0.17
F 0.741 -5.503 -2.923  -0.23
F 2.932 -5.263 -2.393  -0.23
H 4.714 -1.849 0.923  0.29
H 4.674 -0.335 2.095  0.35
H 4.171 -0.187 0.340  0.26
H 2.570 -1.222 2.783  0.22
H 2.021 -0.291 1.293  0.04
H -1.284 -2.900 2.244  0.58
H 0.315 -2.597 3.181  0.37
H -1.135 -0.171 1.581  -0.17
H -0.437 0.991 4.013  0.46
H 0.814 -0.433 4.061  0.08
H 0.760 0.830 2.646  0.15
H -2.160 -0.232 4.373  0.31
H -2.473 -1.914 3.719  0.34
H -3.132 -0.399 2.833  0.28
H 0.307 -0.162 -0.037  0.72
H 1.144 -1.119 -1.348  0.47
H -1.376 -0.087 -1.680  -0.51
H -2.801 -0.637 0.128  0.20
H -3.269 -1.912 -1.132  0.46
H -2.257 -2.443 0.300  0.13
H -2.267 -0.352 -3.605  0.21
H -1.817 -1.849 -4.559  0.32
H 0.502 0.800 -2.490  0.44
H 2.778 1.743 -3.347  0.34
H 3.719 0.964 -5.772  0.35
H 2.200 -0.720 -7.282  0.31
H -0.150 -1.668 -6.390  0.29
C -0.368 2.825 7.503  -1.41
C 0.450 2.610 6.259  0.85
O 0.658 1.493 5.797  -0.64
N 0.967 3.708 5.643  -0.14
C 0.830 5.095 6.038  -0.88
H -0.714 1.864 7.884  0.30
H 0.241 3.304 8.272  0.39
H -1.240 3.442 7.274  0.39
H 1.505 3.491 4.816  0.23
H 0.355 5.640 5.219  0.29
H 1.827 5.503 6.212  0.30
H 0.233 5.209 6.940  0.34
C -0.900 3.505 -3.663  -1.35
C -2.013 2.865 -2.878  0.77
O -1.802 2.185 -1.875  -0.66
N -3.287 3.060 -3.310  -0.15
C -3.727 3.824 -4.461  -0.87
H 0.057 3.263 -3.202  0.22
H -0.899 3.121 -4.685  0.38
H -1.020 4.590 -3.666  0.47
H -3.983 2.603 -2.738  0.25
H -4.396 4.613 -4.113  0.30
H -4.274 3.156 -5.128  0.29
H -2.895 4.270 -5.001  0.34

- total charge = +1
- F_max (eV/Å) = 4.39
- LUMO energy (eV) = -3.14

---

2.
Molecular formula: C25H41N3OsP2
Method: DFT, ωB97M-V with the def2-TZVPD basis set

Each line ends with the Mulliken charge.
Atoms and positions in Å:
Os 0.007 -0.034 -0.408  0.55
C -1.560 -0.678 1.531  -0.06
C -1.136 -1.608 0.498  1.38
C 0.630 -1.187 1.962  0.22
C -0.476 -0.433 2.401  0.68
C 0.289 -1.877 0.744  0.97
C -2.946 -0.164 1.692  -1.94
H -3.504 -0.274 0.758  0.38
H -2.940 0.899 1.967  0.50
H -3.502 -0.700 2.475  0.35
C -0.490 0.497 3.573  -1.68
H -1.316 1.215 3.496  0.36
H 0.451 1.067 3.629  0.33
H -0.604 -0.059 4.514  0.35
C 1.924 -1.344 2.668  -1.56
H 1.835 -2.119 3.440  0.36
H 2.244 -0.424 3.176  0.39
H 2.734 -1.645 1.995  0.37
C 1.056 -3.054 0.215  -1.46
H 1.043 -3.842 0.981  0.39
H 2.106 -2.802 0.006  0.38
H 0.607 -3.448 -0.701  0.36
C -2.055 -2.504 -0.282  -1.55
H -2.353 -3.359 0.342  0.36
H -1.571 -2.885 -1.183  0.32
H -2.964 -1.971 -0.577  0.36
C -0.577 1.891 -1.127  -1.24
C -1.704 1.040 -1.224  0.22
C -2.138 0.419 -2.517  -1.31
C -1.052 -0.453 -3.182  0.32
C 0.083 -0.922 -2.287  -0.47
C 1.249 -0.127 -2.032  -0.53
C 1.445 1.247 -2.618  -0.81
C 0.338 2.253 -2.273  -0.56
H -2.426 1.210 -3.234  0.56
H -0.636 0.096 -4.052  -1.25
H -3.049 -0.177 -2.326  0.37
H -0.254 2.485 -3.175  -0.10
H -0.631 2.641 -0.328  0.63
H -2.494 1.234 -0.495  0.93
H 0.830 3.187 -1.963  0.51
H 2.410 1.617 -2.235  0.57
H 2.170 -0.685 -1.840  0.68
H 1.538 1.165 -3.714  -0.02
H -1.541 -1.361 -3.573  0.68
H 0.268 -2.002 -2.323  0.80
P -0.270 1.384 -6.215  0.69
C -0.398 3.213 -6.440  -1.46
C -1.524 0.966 -7.504  -1.21
P 2.014 -0.431 -6.949  0.66
C 1.218 1.205 -7.314  -1.14
C 1.427 -1.331 -8.455  -1.13
C 3.652 -0.009 -7.693  -1.14
H 0.468 3.702 -5.977  0.41
H -1.313 3.572 -5.952  0.42
H -0.427 3.453 -7.513  0.47
H -1.383 1.608 -8.385  0.41
H -2.521 1.151 -7.083  0.41
H -1.464 -0.090 -7.795  0.30
H 3.530 0.307 -8.738  0.39
H 4.288 -0.901 -7.645  0.43
H 4.123 0.792 -7.115  0.39
H 1.931 2.015 -7.085  0.59
H 0.917 1.255 -8.377  0.51
H 1.970 -2.284 -8.500  0.43
H 1.645 -0.752 -9.362  0.43
H 0.356 -1.553 -8.401  0.31
N 1.484 1.145 0.343  -0.29
C 2.040 1.807 1.152  0.58
N 2.824 2.634 1.680  -0.57
C 3.161 2.777 2.946  0.44
N 3.515 2.971 4.047  -0.39

- <S²> = 6.05
- spin multiplicity = 5
- total charge = +2
- F_max (eV/Å) = 5.34
- LUMO energy (alpha / beta) (eV) = -5.33 / -10.25

---

3.
Molecular formula: C25H41NO3RhSSi3
Method: DFT, ωB97M-V with the def2-TZVPD basis set

Each line ends with the Mulliken charge.
Atoms and positions in Å:
Rh -0.674 0.482 0.472  -0.05
O -3.023 3.963 0.766  -0.79
C -1.999 3.300 0.633  0.44
O -1.918 2.067 0.983  -0.44
C -0.768 4.006 0.070  -0.02
C -0.974 5.336 -0.305  -0.81
C 0.037 6.129 -0.811  -0.55
C 1.305 5.582 -0.964  -0.57
C 1.532 4.268 -0.613  -0.82
C 0.515 3.458 -0.079  0.57
S 1.084 1.859 0.350  0.04
H -1.976 5.722 -0.174  0.47
H -0.158 7.157 -1.089  0.38
H 2.116 6.174 -1.373  0.35
H 2.513 3.829 -0.752  0.44
C 2.726 -3.105 -1.006  -1.22
Si 1.457 -1.716 -1.313  0.37
C 0.529 -2.358 -2.837  -1.05
C 2.527 -0.284 -1.915  -1.16
C 0.437 -1.387 0.207  1.74
Si -0.922 -2.656 0.454  0.40
C -2.478 -2.454 -0.593  -1.04
C -1.624 -2.609 2.222  -1.13
C -0.394 -4.457 0.165  -1.10
Si 1.590 -1.426 1.656  -0.94
C 3.294 -0.628 1.487  -1.05
C 1.960 -3.112 2.445  -1.28
C 0.710 -0.418 3.008  0.63
C 1.010 -0.459 4.362  -0.69
C 0.252 0.267 5.267  -0.32
C -0.809 1.015 4.787  -1.04
C -1.055 1.037 3.424  -0.69
N -0.309 0.347 2.559  1.12
H 3.326 -3.201 -1.917  0.43
H 2.240 -4.067 -0.830  0.30
H 3.416 -2.920 -0.180  0.27
H 1.258 -2.857 -3.485  0.49
H 0.077 -1.552 -3.412  0.13
H -0.254 -3.079 -2.606  0.25
H 3.122 -0.635 -2.765  0.46
H 3.212 0.069 -1.143  0.35
H 1.935 0.568 -2.236  0.12
H -3.009 -1.539 -0.330  0.20
H -3.137 -3.307 -0.395  0.45
H -2.283 -2.408 -1.661  0.28
H -2.159 -1.674 2.402  0.16
H -0.875 -2.721 3.008  0.22
H -2.346 -3.423 2.336  0.50
H -0.229 -4.660 -0.896  0.30
H -1.209 -5.105 0.501  0.40
H 0.510 -4.743 0.705  0.31
H 3.942 -1.152 0.782  0.29
H 3.775 -0.663 2.470  0.36
H 3.219 0.416 1.184  0.30
H 2.461 -3.782 1.745  0.36
H 1.059 -3.610 2.806  0.36
H 2.630 -2.969 3.299  0.42
H 1.836 -1.070 4.703  0.34
H 0.480 0.244 6.326  0.41
H -1.442 1.586 5.452  0.42
H -1.851 1.627 2.990  0.69
C -0.487 1.598 -3.164  -1.28
C -1.760 1.068 -2.501  1.59
C -2.718 2.244 -2.258  -1.66
C -2.455 0.090 -3.460  -1.67
O -1.516 0.363 -1.315  -0.42
H -0.737 2.167 -4.064  0.51
H 0.163 0.771 -3.445  0.10
H 0.056 2.248 -2.479  0.09
H -3.079 2.653 -3.207  0.49
H -2.225 3.049 -1.718  0.23
H -3.570 1.907 -1.666  0.28
H -2.721 0.585 -4.398  0.41
H -3.365 -0.293 -2.994  0.36
H -1.802 -0.753 -3.677  0.27

- ΔE to the lowest compared entry with this formula, charge and spin (kcal per mole) = 3.18
- total charge = -1
- F_max (eV/Å) = 0.74
- LUMO energy (eV) = 2.58

---

Q: Among the records above, which one has the highest F_max?
A: C25H41N3OsP2

---

Q: Among the records above, which one has the highest F_max?
A: C25H41N3OsP2

---

Q: Which of these has the highest total charge?
A: C25H41N3OsP2

---

Q: Among the records above, which one has the lowest F_max?
A: C25H41NO3RhSSi3